{"formula": "C3H6BrNO3", "method": "ωB97M-V with the def2-TZVPD basis set", "elements": ["C", "C", "C", "N", "O", "O", "O", "Br", "H", "H", "H", "H", "H", "H"], "coordinates": [[0.912768, 0.511496, 0.497677], [-1.788611, -0.121801, -0.183346], [0.408269, 0.059386, -0.827015], [-1.610710, -1.235595, 0.458902], [-1.576307, -2.382550, -0.323830], [-1.362788, -1.370683, 1.641825], [0.495900, -1.027311, -1.319884], [0.057551, 1.600549, -2.060429], [1.999597, 0.425113, 0.473034], [0.644415, 1.541071, 0.711423], [0.557339, -0.142753, 1.296005], [-1.908934, 0.778329, 0.394903], [-2.145741, -0.160842, -1.196402], [-0.850243, -2.295747, -0.980512]], "forces_ev_per_a": [[0.08, 0.09, 0.45], [-1.49, 0.45, -0.07], [0.84, -0.27, -0.93], [0.33, 0.07, -0.46], [-0.35, -0.49, 0.05], [0.07, -0.28, 0.46], [0.33, 0.33, 0.14], [0.00, -0.07, 0.09], [0.05, 0.02, -0.11], [-0.03, -0.04, -0.07], [-0.06, -0.10, -0.07], [0.12, -0.06, 0.17], [0.11, -0.15, -0.04], [0.00, 0.49, 0.37]], "nbo_charge": [-0.76, -0.30, 0.57, 0.40, -0.55, -0.42, -0.60, -0.09, 0.26, 0.24, 0.27, 0.23, 0.23, 0.51], "homo_lumo_gap_ev": [9.2550, 9.2548], "max_force_ev_per_a": 1.560, "e_above_lowest_kj_mol": 101.61, "homo_ev": [-9.68, -9.68], "energy_ha": -2972.26322}

---

{"formula": "C3H6BrO2P", "method": "ωB97M-V with the def2-TZVPD basis set", "elements": ["C", "C", "C", "O", "O", "P", "Br", "H", "H", "H", "H", "H", "H"], "coordinates": [[0.114450, -0.468195, -0.306121], [1.330604, 1.360494, 0.750460], [1.149605, -0.890555, -1.140273], [-1.143587, -1.042703, -0.197851], [0.124679, 0.623658, 0.458105], [-2.662161, -0.815311, 0.974242], [-3.757976, 0.565748, -0.402457], [0.974644, 1.890868, 1.665502], [1.633045, 2.270482, 0.060099], [2.132058, 0.760317, 0.823462], [2.064010, -0.421756, -1.391409], [1.285592, -1.780379, -1.693556], [-3.244963, -2.052671, 0.399793]], "forces_ev_per_a": [[0.45, -0.81, -1.24], [-3.43, 4.23, -0.51], [-2.09, 0.34, 1.60], [-0.67, -0.56, 0.67], [0.62, 1.10, -0.07], [2.55, -0.54, -2.85], [0.09, -0.30, 0.42], [1.05, -0.61, -0.30], [-1.05, -2.07, 0.53], [2.75, -2.26, 0.67], [0.53, 1.72, 0.82], [-1.42, -1.32, -0.16], [0.61, 1.09, 0.41]], "nbo_charge": [0.65, -0.24, -0.68, -0.78, -0.52, 0.80, -0.21, 0.20, 0.18, 0.19, 0.21, 0.22, -0.03], "homo_lumo_gap_ev": 8.1048, "max_force_ev_per_a": 5.465, "e_above_lowest_kj_mol": 214.70, "homo_ev": -8.20, "energy_ha": -3183.67159}

---

{"formula": "C3H6Cl2O", "method": "ωB97M-V with the def2-TZVPD basis set", "elements": ["C", "C", "C", "H", "H", "H", "H", "H", "H", "O", "Cl", "Cl"], "coordinates": [[-0.403249, 0.110888, -1.096522], [0.220147, -0.730556, 0.061381], [0.247663, 0.087929, 1.273032], [0.778280, 1.370364, -1.410241], [-1.496997, 0.099052, -1.070362], [-0.154136, -0.321825, -2.088315], [1.275027, -0.840493, -0.098707], [0.868922, -0.300295, 2.020489], [0.625860, 1.001051, 0.844594], [-0.093629, 1.489803, -1.029930], [-0.625787, -2.309231, 0.318951], [-1.242102, 0.343313, 2.275629]], "forces_ev_per_a": [[-2.11, -1.24, -0.38], [-1.67, 0.07, -0.61], [-0.81, 0.76, 1.18], [0.68, 1.58, -0.14], [0.10, -0.51, 0.41], [0.17, 0.18, 0.53], [0.60, -0.84, -0.56], [1.31, -0.58, 0.68], [-0.05, 0.86, 0.89], [1.13, -1.00, -0.52], [0.59, 0.55, -0.54], [0.07, 0.16, -0.94]], "nbo_charge": [-0.10, -0.23, -0.38, 0.46, 0.20, 0.18, 0.22, 0.22, 0.24, -0.68, -0.05, -0.08], "homo_lumo_gap_ev": 11.1312, "max_force_ev_per_a": 2.477, "e_above_lowest_kj_mol": 78.89, "homo_ev": -10.61, "energy_ha": -1113.50052}

---

{"formula": "C3H6Cl2Si", "method": "ωB97M-V with the def2-TZVPD basis set", "elements": ["C", "C", "C", "Si", "Cl", "Cl", "H", "H", "H", "H", "H", "H"], "coordinates": [[3.054031, 1.237921, 0.972669], [3.088238, 1.705831, -0.124952], [-2.085392, -0.053211, -0.468912], [-1.018312, -1.600905, -0.044255], [-1.083230, 1.193899, -1.232792], [-2.774747, 0.578321, 1.045282], [-0.096638, -1.182674, 1.006960], [3.075568, 0.826104, 1.937046], [3.071892, 2.134504, -1.083692], [-2.927204, -0.231571, -1.137392], [-1.975483, -2.614289, 0.399678], [-0.328721, -1.993925, -1.269640]], "forces_ev_per_a": [[-0.91, -4.73, 10.87], [0.86, 4.77, -10.93], [0.13, -0.29, 0.10], [-0.61, 0.75, -0.26], [0.20, 0.10, -0.16], [-0.15, -0.03, 0.17], [0.18, -0.01, 0.16], [0.20, -0.17, 0.46], [-0.19, 0.13, -0.41], [0.16, -0.08, 0.08], [-0.03, -0.26, 0.12], [0.16, -0.17, -0.19]], "lowdin_spin": [0.92, 0.93, 0.00, 0.00, 0.01, 0.00, 0.00, 0.07, 0.07, 0.00, 0.00, 0.00], "homo_lumo_gap_ev": [5.6496, 7.5925], "max_force_ev_per_a": 11.953, "e_above_lowest_kj_mol": 572.01, "multiplicity": 3, "homo_ev": [-4.81, -10.37], "energy_ha": -1327.45893}

---

{"formula": "C3H6Cl3O3P2", "method": "ωB97M-V with the def2-TZVPD basis set", "elements": ["C", "C", "C", "O", "O", "O", "P", "P", "Cl", "Cl", "Cl", "H", "H", "H", "H", "H", "H"], "coordinates": [[-1.657758, 0.483657, 0.778412], [-1.295181, 0.494787, -0.712684], [0.021067, -0.126571, -1.031276], [1.854158, -2.961801, -0.558259], [-0.235453, -2.732769, 0.955472], [1.620114, -0.913585, 0.972657], [0.812786, -2.212040, 0.149982], [1.380780, 0.492020, 0.123658], [0.807239, 2.731782, -0.689567], [1.778347, 1.516029, 1.875276], [3.072081, 0.416697, -0.808120], [-0.858000, 0.915545, 1.314935], [-2.634267, 1.036456, 0.854985], [-1.679318, -0.607749, 1.230139], [-2.064260, -0.174478, -1.257999], [-1.247354, 1.608883, -1.025486], [0.325016, 0.033136, -2.172131]], "forces_ev_per_a": [[-1.24, -2.40, -0.40], [-1.30, -0.34, -0.50], [2.35, -1.35, -0.02], [-0.11, -0.14, -0.59], [-2.80, -1.22, 1.80], [-1.74, -0.52, -1.04], [2.78, 4.22, -1.67], [-1.21, -0.96, 0.34], [0.47, 0.19, -0.10], [-0.17, 0.14, 0.08], [1.81, 0.45, -1.34], [0.55, 1.18, 0.89], [1.02, -0.60, 0.58], [-0.43, 2.03, -1.10], [0.84, 1.52, 0.44], [-0.53, -1.96, 0.03], [-0.30, -0.25, 2.62]], "nbo_charge": [-0.63, -0.50, -0.76, -1.10, -1.11, -1.11, 2.37, 1.54, -0.61, -0.24, -0.21, 0.20, 0.21, 0.23, 0.21, 0.24, 0.25], "homo_lumo_gap_ev": 7.9385, "max_force_ev_per_a": 5.321, "e_above_lowest_kj_mol": 124.38, "homo_ev": -5.12, "total_charge": -1, "energy_ha": -2407.08530}

---

{"formula": "C3H6Cl3P", "method": "ωB97M-V with the def2-TZVPD basis set", "elements": ["C", "C", "C", "P", "Cl", "Cl", "Cl", "H", "H", "H", "H", "H", "H"], "coordinates": [[-1.819361, 0.385523, 0.373171], [0.276200, -0.865002, -0.245757], [-0.388433, 0.481970, -0.110238], [0.549324, 1.898438, 0.704695], [-0.363391, 1.361702, -1.717156], [2.418829, 1.307371, 0.504149], [4.544380, -1.991771, -0.185367], [-2.420028, -0.190517, -0.327472], [-2.261955, 1.372530, 0.487047], [-1.838195, -0.116715, 1.339179], [-0.344851, -1.522967, -0.853912], [0.388843, -1.316229, 0.739192], [1.258641, -0.804339, -0.707528]], "forces_ev_per_a": [[0.13, 0.18, 0.10], [0.05, -0.05, -0.10], [0.52, 0.60, -0.09], [-1.55, 0.06, 1.11], [-0.44, -0.44, -0.94], [1.52, -0.43, -0.19], [-0.04, 0.04, 0.01], [-0.02, -0.02, -0.09], [-0.09, 0.06, 0.01], [0.01, -0.03, 0.09], [-0.05, -0.01, -0.02], [-0.01, -0.01, 0.11], [-0.02, 0.06, 0.01]], "nbo_charge": [-0.64, -0.65, -0.29, 0.58, -0.08, -0.28, 0.00, 0.23, 0.23, 0.23, 0.22, 0.23, 0.24], "homo_lumo_gap_ev": [9.1831, 3.5240], "max_force_ev_per_a": 1.906, "e_above_lowest_kj_mol": 343.02, "homo_ev": [-9.90, -7.63], "energy_ha": -1839.75660}

---

{"formula": "C3H6Cl6", "method": "ωB97M-V with the def2-TZVPD basis set", "elements": ["C", "Cl", "Cl", "H", "H", "C", "Cl", "Cl", "H", "H", "C", "Cl", "Cl", "H", "H"], "coordinates": [[-2.086582, 2.283084, -0.889606], [-2.954871, 3.781543, -1.246261], [-0.835734, 2.466484, 0.352138], [-2.773687, 1.538093, -0.488370], [-1.689431, 1.844561, -1.805062], [3.214175, 0.043520, -2.753023], [2.006943, -1.168796, -2.240477], [4.569989, -0.520242, -3.679180], [2.824972, 0.718605, -3.515186], [3.567448, 0.693651, -1.952627], [-1.094459, -2.257908, 3.552399], [-2.816098, -1.895682, 3.884100], [-0.452637, -3.729600, 4.341377], [-0.995081, -2.340961, 2.470130], [-0.484947, -1.456351, 3.969646]], "forces_ev_per_a": [[-0.39, -0.80, 0.13], [0.18, -0.22, 0.03], [0.08, 0.12, -0.29], [-0.18, 0.39, 0.01], [0.31, 0.49, 0.12], [-0.51, 1.36, -0.73], [0.69, 0.52, -0.17], [1.00, -1.04, 0.00], [-1.04, -0.15, 0.55], [-0.15, -0.68, 0.35], [0.15, 0.16, 0.22], [0.54, -0.28, 0.04], [-0.47, 0.21, -0.29], [0.10, -0.10, 0.30], [-0.31, 0.02, -0.29]], "nbo_charge": [-0.40, -0.01, -0.03, 0.22, 0.22, -0.42, -0.02, -0.01, 0.22, 0.23, -0.38, -0.03, -0.03, 0.22, 0.22], "homo_lumo_gap_ev": 11.2852, "max_force_ev_per_a": 1.627, "e_above_lowest_kj_mol": 47.36, "homo_ev": -10.99, "energy_ha": -2879.03079}

---

{"formula": "C3H6Cl6", "method": "ωB97M-V with the def2-TZVPD basis set", "elements": ["C", "Cl", "Cl", "H", "H", "C", "Cl", "Cl", "H", "H", "C", "Cl", "Cl", "H", "H"], "coordinates": [[18.905440, -12.816460, -6.366980], [19.404130, -12.587590, -4.605560], [18.144080, -14.368930, -6.378160], [18.253740, -11.968650, -6.578140], [19.810940, -12.856700, -6.972420], [20.457530, -12.463070, 2.832410], [21.469340, -12.514940, 4.352480], [20.970830, -11.062220, 1.756080], [20.555760, -13.405210, 2.293140], [19.410940, -12.301890, 3.090830], [20.004520, -10.336310, -2.082370], [19.422380, -8.851430, -2.678540], [21.608270, -10.669180, -2.784300], [20.169340, -10.227360, -1.010420], [19.298510, -11.118550, -2.361210]], "forces_ev_per_a": [[0.43, 0.20, 0.44], [0.43, 0.22, -0.32], [-0.36, -0.05, -0.12], [-0.01, -0.38, -0.13], [-0.11, 0.23, 0.23], [0.48, 0.45, 0.52], [-0.88, 0.04, -1.35], [-0.29, -0.95, 0.56], [0.34, 0.32, 0.04], [0.33, 0.17, 0.13], [0.64, 0.35, -0.32], [-0.67, 0.89, -0.30], [-0.56, -0.77, -0.07], [-0.02, -0.44, 0.31], [0.25, -0.27, 0.37]], "lowdin_spin": [0.00, 0.30, 0.10, 0.00, 0.00, 0.00, 0.00, 0.01, 0.00, 0.00, 0.05, 0.09, 0.39, 0.03, 0.02], "homo_lumo_gap_ev": [10.1571, 2.8261], "max_force_ev_per_a": 1.614, "e_above_lowest_kj_mol": 5.70, "multiplicity": 2, "homo_ev": [-13.46, -13.46], "total_charge": 1, "energy_ha": -2878.63992}

---

{"formula": "C3H6ClFO2", "method": "ωB97M-V with the def2-TZVPD basis set", "elements": ["C", "C", "C", "H", "H", "H", "H", "H", "H", "O", "O", "F", "Cl"], "coordinates": [[0.993235, -0.669753, 0.445782], [-0.263897, -0.069406, -0.280373], [-0.095348, 1.422532, -0.564038], [-0.106768, -2.107282, 1.020077], [1.025363, -0.144284, 1.657045], [2.266517, -0.472707, -0.115069], [-0.431040, -0.748109, -1.328573], [-2.038746, 0.178535, 0.912771], [0.468146, 1.872179, 0.333470], [0.446208, -2.090479, 0.289196], [-1.295788, -0.446231, 0.825004], [-1.364547, 1.815756, -0.859274], [0.396665, 1.459250, -2.336018]], "forces_ev_per_a": [[0.90, 0.17, -0.31], [0.65, -2.05, 0.25], [-1.14, -2.36, -1.25], [-1.96, -0.54, 2.17], [-0.02, -2.12, -3.63], [-4.44, -0.89, 1.64], [0.07, 2.20, 3.23], [0.55, -0.09, -0.60], [-0.83, 0.43, -2.03], [4.57, 1.61, -0.56], [1.03, 1.48, -1.88], [-1.41, 1.75, 2.07], [2.03, 0.42, 0.90]], "nbo_charge": [-0.13, 0.00, 0.17, 0.48, 0.20, 0.22, 0.25, 0.49, 0.22, -0.72, -0.77, -0.35, -0.06], "homo_lumo_gap_ev": 10.9228, "max_force_ev_per_a": 4.879, "e_above_lowest_kj_mol": 408.84, "homo_ev": -10.39, "energy_ha": -828.27627}

---

{"formula": "C3H6ClFS", "method": "ωB97M-V with the def2-TZVPD basis set", "elements": ["C", "C", "C", "H", "H", "H", "H", "H", "H", "F", "S", "Cl"], "coordinates": [[0.794112, -0.735481, 0.465835], [-0.475461, -0.596927, -0.162745], [-0.967283, 0.930091, -0.208627], [2.429211, 0.990718, 0.586908], [0.908235, -1.907273, 0.647371], [0.575169, -0.132207, 1.480209], [-1.266947, -1.142382, 0.357679], [-1.175438, 1.248980, 0.948299], [-0.189848, 1.575607, -0.695963], [-2.202902, 0.919871, -1.103173], [2.178551, -0.111138, -0.348675], [-0.607398, -1.039858, -1.967117]], "forces_ev_per_a": [[-0.09, -2.45, 4.08], [-4.12, 2.87, -2.95], [-1.15, -1.08, 0.40], [-0.30, -1.84, -1.67], [0.14, 2.50, 0.13], [0.99, -1.79, -1.74], [0.21, -0.17, -0.26], [-0.09, -0.42, -3.09], [-1.02, -0.51, 0.41], [2.56, 0.74, 2.82], [2.13, 2.78, 0.73], [0.75, -0.64, 1.14]], "nbo_charge": [-0.63, -0.20, 0.02, 0.14, 0.25, 0.25, 0.23, 0.18, 0.21, -0.39, 0.03, -0.08], "homo_lumo_gap_ev": 9.8530, "max_force_ev_per_a": 5.822, "e_above_lowest_kj_mol": 178.59, "homo_ev": -9.59, "energy_ha": -1076.07859}

---

{"formula": "C3H6ClN", "method": "ωB97M-V with the def2-TZVPD basis set", "elements": ["C", "C", "C", "N", "Cl", "H", "H", "H", "H", "H", "H"], "coordinates": [[0.674033, 0.112258, -0.008347], [2.052966, 0.666449, -0.101289], [-2.284906, -0.944418, 0.042707], [0.291896, -1.020979, -0.258349], [-2.589100, 0.706656, -0.034361], [-0.070479, 0.949850, 0.265615], [2.507746, 0.276523, -1.068207], [2.418546, 0.366708, 0.885898], [2.191853, 1.781343, 0.054092], [-2.519136, -1.439665, 1.008649], [-2.673420, -1.454721, -0.786413]], "forces_ev_per_a": [[-1.74, 3.13, 0.03], [1.01, 0.49, -0.04], [0.08, -0.57, 1.60], [-0.77, -1.16, -0.10], [0.01, 0.75, 0.17], [0.34, -1.18, -0.10], [0.15, 0.48, 1.77], [1.15, -0.75, -0.53], [-0.88, -1.11, -0.98], [0.61, 0.61, -0.59], [0.05, -0.69, -1.23]], "nbo_charge": [-0.02, -0.68, -0.34, -0.25, 0.02, 0.18, 0.25, 0.24, 0.23, 0.19, 0.18], "homo_lumo_gap_ev": [9.3452, 8.3988], "max_force_ev_per_a": 3.580, "e_above_lowest_kj_mol": 339.94, "homo_ev": [-9.16, -8.55], "energy_ha": -632.69723}

---

{"formula": "C3H6ClN2", "method": "ωB97M-V with the def2-TZVPD basis set", "elements": ["C", "C", "C", "N", "N", "Cl", "H", "H", "H", "H", "H", "H"], "coordinates": [[-1.146560, -0.283256, -0.489188], [1.056486, -0.561139, 0.213304], [1.307476, 0.864910, 0.111595], [-0.079239, -1.069342, -0.099551], [-2.179350, -0.538242, 0.167328], [-3.567626, 0.431302, 0.148532], [-0.943881, 0.674376, -1.165045], [1.827529, -1.335637, 0.359184], [1.287387, 1.138664, 1.213068], [2.325936, 1.105794, -0.215850], [0.674417, 1.588950, -0.400498], [-0.562570, -2.016378, 0.157116]], "forces_ev_per_a": [[-1.25, 4.64, -1.45], [0.36, -1.57, -1.85], [1.43, 1.24, 1.50], [-1.35, -2.42, 0.63], [-1.09, -0.45, 0.49], [0.69, -0.22, -0.50], [-0.59, -2.39, 1.27], [-0.08, 0.82, 0.77], [0.11, 0.09, -0.83], [-0.06, -0.43, 0.22], [-0.44, -0.71, 0.07], [2.26, 1.39, -0.31]], "nbo_charge": [0.19, 0.32, -0.74, -0.47, -0.39, 0.24, 0.22, 0.26, 0.31, 0.29, 0.28, 0.49], "homo_lumo_gap_ev": 9.1311, "max_force_ev_per_a": 5.019, "e_above_lowest_kj_mol": 281.30, "homo_ev": -14.70, "total_charge": 1, "energy_ha": -687.25322}